Record 1
DFT (ωB97M-V/def2-TZVPD) results for 2 unconnected molecules or ions with the total composition C12H24N2O7S in a non-equilibrium geometry.

- E_tot: -40981.2976 eV
- HOMO: -9.11 eV
- SMILES: CO[C@@H]1O[C@H](CS)[C@@H](O)[C@H](O)[C@H]1O.CNC(=O)CNC(C)=O
- Energy relative to the best compared isomer or geometry (same formula, charge and spin): 0.0 kcal/mol

Atoms and positions in Å:
S1 -2.44072 3.08369 -3.46825
O1 -0.91273 -0.78348 0.11136
O2 -4.51488 2.24711 1.15214
O3 0.43282 1.39003 -1.22083
O4 3.32166 -0.68427 1.15057
O5 3.28835 -5.32600 -1.58347
O6 -2.87339 2.86985 -0.41891
O7 -3.01318 -0.05135 1.84178
N1 2.73882 -2.78968 1.65488
N2 2.39124 -3.37213 -1.06920
C1 -1.26945 0.59553 0.27772
C2 4.84841 -3.57863 -1.20555
C3 -5.01306 3.58970 1.23106
C4 -1.33634 3.66794 -2.11090
C5 -0.98169 1.40287 -0.99555
C6 2.40819 -1.96467 -0.64793
C7 -2.75433 0.68778 0.63311
C8 2.83992 -1.75479 0.80917
C9 3.44769 -4.15013 -1.30215
C10 3.16447 -2.75543 3.05314
C11 -3.12594 2.16535 0.80329
C12 -1.49166 2.84982 -0.82193
H1 -4.36357 4.21046 1.85637
H2 4.19457 -2.39705 3.11524
H3 -0.88802 3.33008 -0.04396
H4 -3.92534 0.14391 2.13395
H5 1.40285 -1.56135 -0.75650
H6 -5.07807 4.03930 0.23495
H7 -1.49440 0.93332 -1.84201
H8 3.07506 -1.38970 -1.29108
H9 4.94888 -2.74362 -1.89545
H10 -1.29715 -1.27638 0.86262
H11 -6.01494 3.58485 1.67052
H12 -2.52259 2.60087 1.60686
H13 5.56398 -4.35399 -1.47538
H14 -0.29473 3.62338 -2.44378
H15 0.74526 0.46843 -1.19334
H16 2.52453 -2.07371 3.61698
H17 -2.14526 3.97996 -4.43318
H18 -1.57081 4.71299 -1.88963
H19 3.10594 -3.75315 3.49110
H20 -0.68422 1.01984 1.10148
H21 2.37379 -3.65558 1.28891
H22 1.49564 -3.81353 -1.20986
H23 5.04612 -3.24664 -0.18874
H24 -3.35172 0.27818 -0.18963

Record 2
DFT (ωB97M-V/def2-TZVPD) results for 2 unconnected molecules or ions with the total composition C5H14 in a non-equilibrium geometry.

- E_tot: -5400.7214 eV
- ⟨S²⟩: 0.7526
- HOMO (alpha / beta): -15.92 / -15.52 eV
- Charge: +1
- Energy relative to the best compared isomer or geometry (same formula, charge and spin): 8.9 kcal/mol
- Multiplicity: 2

Atoms and positions in Å:
C1 0.06824 0.75313 3.05604
C2 0.44846 -0.14770 -1.48915
C3 -1.00181 -0.13153 -1.93477
C4 -0.37074 1.08889 1.62079
C5 0.91563 -1.60176 -1.46820
H1 1.01985 0.57349 -2.08545
H2 -0.67615 0.14943 3.56581
H3 0.12385 1.72406 3.56533
H4 -1.40777 0.88995 -1.83431
H5 0.86421 -2.04443 -2.46655
H6 -0.68256 0.12542 1.16131
H7 -1.18504 -0.48251 -2.95765
H8 0.31992 -2.21824 -0.77576
H9 -1.60229 -0.73982 -1.25819
H10 -1.21229 1.78185 1.70538
H11 1.04938 0.28682 3.13616
H12 0.51360 0.13483 -0.39943
H13 0.40280 1.59110 1.03948
H14 1.92976 -1.62743 -1.05186

Record 3
DFT (ωB97M-V/def2-TZVPD) results for a molecular structure, C22H35MgNO2P2S2 in a non-equilibrium geometry.

- E_tot: -74652.3621 eV
- HOMO (alpha / beta): -6.87 / -6.76 eV

Atoms and positions in Å:
S1 0.31128 -2.91675 -2.33050
S2 0.42363 -4.26310 1.56389
P1 -0.54184 2.42883 1.11539
P2 -2.26985 0.07265 0.17878
Mg1 -0.41084 -1.39388 2.28871
O1 0.11592 -3.37188 2.74228
O2 -0.14004 -5.58753 1.68661
N1 -0.02829 -3.35145 0.27298
C1 1.18501 3.14222 -1.80759
C2 2.08060 -4.39447 0.87823
C3 2.07669 -3.96362 -0.46816
C4 0.93639 0.77487 -0.77362
C5 1.28553 2.27018 -0.78406
C6 -2.40396 2.72295 1.09578
C7 -0.78589 2.80977 -3.44432
C8 -0.38282 4.21661 0.66407
C9 -2.96428 1.35470 1.37710
C10 0.14502 2.59661 2.80489
C11 0.78880 -3.40236 -0.82052
C12 4.39643 -4.56058 -0.70694
C13 -1.44595 1.07507 -1.90195
C14 3.22073 -5.01995 1.37391
C15 0.74291 2.82450 -3.19260
C16 3.22851 -4.03230 -1.24593
C17 -0.11735 0.30330 -1.79292
C18 -2.26523 -1.43113 1.18726
C19 -3.90726 -0.14871 -0.61943
C20 4.39014 -5.05589 0.60605
C21 -1.57335 2.38480 -2.25281
C22 1.59400 -0.83196 2.46365
H1 -4.05755 1.36973 1.31592
H2 -2.64808 3.46778 1.86993
H3 -2.31256 -1.12007 2.28953
H4 0.06014 3.65071 3.11035
H5 1.20637 2.30069 2.76682
H6 3.19084 -5.47938 2.35728
H7 -2.65487 1.00588 2.37467
H8 -4.01245 -1.14307 -1.05363
H9 -2.70780 3.14382 0.11824
H10 3.21155 -3.63799 -2.27056
H11 -2.24600 0.44278 -2.35139
H12 0.62155 0.41939 0.22602
H13 0.65702 4.55306 0.65386
H14 -0.82791 4.37770 -0.32361
H15 -1.17191 3.76581 -3.85695
H16 -4.11472 0.61075 -1.37613
H17 -0.34326 -0.74668 -1.49937
H18 1.55143 4.17083 -1.66859
H19 1.79056 -0.04696 3.23176
H20 -4.62945 -0.03995 0.19711
H21 0.39416 0.15628 -2.75628
H22 5.32436 -5.46557 1.01614
H23 -3.18559 -2.01438 0.93713
H24 1.76464 2.63851 0.14929
H25 -0.40243 1.93464 3.48961
H26 -0.94744 4.78677 1.41149
H27 2.06369 -0.59333 1.50106
H28 1.95730 -1.83306 2.79214
H29 1.19076 3.57775 -3.85061
H30 5.32184 -4.56747 -1.29012
H31 -2.39996 3.00981 -1.89742
H32 1.17559 1.87427 -3.53129
H33 -1.39128 -2.07722 0.84604
H34 -1.00698 2.01795 -4.21321
H35 1.89376 0.23869 -0.87347